1.
Molecular formula: C30H55ClN3O37PS8
Method: DFT, the ωB97M-V functional and the def2-TZVPD basis

For the orbital gap, the calculation gives 0.30669 hartree. For the max |F|, the calculation gives 1.91 eV/A. The energy is -8110.9946 a.u.

Last column: Mulliken charge in e.
Positions of all 135 atoms, in Å:
C 3.1923 0.3786 -1.5328  -0.7112
C 3.0568 -1.1159 -1.2486  -0.3576
O 2.1695 -1.3266 -0.1709  -0.1726
C 1.5244 -2.5868 -0.2622  -0.5885
C 0.7291 -2.8688 1.0068  -1.3698
C -0.7953 -2.7294 0.8335  0.7632
C -1.3547 -3.7420 -0.1680  -1.1207
C -2.8170 -3.5268 -0.6027  -1.0694
C -3.1216 -2.2189 -1.3989  3.2535
C -1.8535 -1.7233 -1.9786  -1.0546
N -0.8758 -1.1666 -2.2184  -0.5966
C -3.9357 -2.6862 -2.6317  -3.0071
O -4.1669 -1.6225 -3.5640  -0.1110
N -5.4953 -1.7822 -4.1157  0.2487
O -5.5076 -2.6575 -4.8800  -0.3363
C -3.9016 -1.0790 -0.6367  1.8299
C -5.3487 -1.2117 -0.8826  -0.2678
N -6.4422 -1.4617 -1.1442  -0.8140
C -3.5388 0.3491 -1.1866  -1.2469
C -2.3589 1.0576 -0.4902  -1.1376
O -1.5457 1.7679 -1.4139  -0.4829
P -3.7162 -1.1027 1.2379  0.3041
O -4.8675 -2.2116 1.5894  -0.5588
Cl -4.6406 0.6521 1.8382  -0.2581
H 2.2068 0.8265 -1.3887  0.0819
H 3.5161 0.5699 -2.5553  0.3977
H 3.8746 0.8419 -0.8227  0.1119
H 4.0567 -1.5104 -1.0061  0.2072
H 2.7212 -1.6397 -2.1514  0.3858
H 2.3005 -3.3611 -0.3746  0.3076
H 0.9237 -2.6058 -1.1760  0.3319
H 1.0420 -2.1581 1.7743  0.4696
H 0.9484 -3.8748 1.3745  0.4498
H -1.2301 -2.9496 1.8127  0.3179
H -1.0128 -1.6947 0.5713  -0.4825
H -0.6964 -3.8954 -1.0239  0.3766
H -1.3511 -4.7075 0.3519  0.6558
H -3.4625 -3.6691 0.2624  0.5831
H -3.0339 -4.3682 -1.2691  0.1691
H -3.2773 -3.3983 -3.1441  0.8790
H -4.8309 -3.2431 -2.3556  0.8314
H -4.4265 0.9515 -0.9799  0.5969
H -3.4268 0.3375 -2.2678  0.9405
H -1.6803 0.3642 0.0131  0.1521
H -2.7218 1.7811 0.2423  0.4499
H -2.1401 2.2338 -2.0137  0.2429
H -4.6112 -2.6851 2.3890  0.3782
O -6.6248 5.0348 -2.3149  -0.5914
S -6.3993 3.6729 -1.9945  0.9946
O -5.3074 3.2529 -1.1966  -0.4396
O -6.3850 2.8311 -3.3633  -0.2324
C -7.3846 1.7973 -3.3176  0.1346
C -8.4619 2.3552 -2.4117  -0.4790
O -7.7384 3.0495 -1.3851  -0.3014
H -6.9328 0.8970 -2.8948  -0.1286
H -7.7483 1.5854 -4.3194  0.3440
H -9.0829 1.5798 -1.9728  0.3425
H -9.0924 3.0771 -2.9349  0.2966
O 0.4672 2.7468 -0.8441  -0.2817
S 0.0656 4.0736 -1.1085  1.0297
O -1.2731 4.4852 -1.3477  -0.6180
O 0.9930 4.6217 -2.3014  -0.3572
C 1.7361 5.7677 -1.8656  -0.4923
C 1.9209 5.5600 -0.3782  0.3297
O 0.6778 4.9938 0.0577  -0.2966
H 1.1460 6.6627 -2.0726  0.3039
H 2.6806 5.8233 -2.4000  0.3438
H 2.1157 6.4901 0.1490  0.0630
H 2.7182 4.8410 -0.1702  -0.0188
O 3.8675 2.5702 0.7359  -0.5041
S 4.2665 2.7473 2.0846  1.1720
O 3.9782 3.9530 2.7793  -0.5300
O 5.8293 2.4250 2.1920  -0.3820
C 6.0555 1.3762 3.1502  -0.2991
C 4.7895 0.5506 3.1107  -0.1825
O 3.7403 1.5238 2.9556  -0.3629
H 6.2059 1.8301 4.1314  0.2935
H 6.9374 0.8047 2.8773  0.3070
H 4.6372 -0.0245 4.0095  0.4068
H 4.7671 -0.1130 2.2430  0.1289
O 6.0121 -1.5224 4.6027  -0.4901
S 6.9342 -2.6061 4.5758  0.9911
O 8.0699 -2.6440 5.4239  -0.5561
O 7.3993 -2.8142 3.0613  -0.3245
C 7.1089 -4.1569 2.6364  -0.3712
C 5.8969 -4.5551 3.4511  -0.3289
O 6.1318 -3.9720 4.7421  -0.1934
H 7.9719 -4.7834 2.8671  0.2828
H 6.9202 -4.1779 1.5669  0.3335
H 5.7827 -5.6310 3.5423  0.3371
H 4.9803 -4.1245 3.0426  0.2508
O 1.3934 8.8276 1.0296  -0.5109
S 1.7429 9.1041 2.3788  1.1132
O 1.3868 10.3241 3.0028  -0.5637
O 3.3179 8.8613 2.5396  -0.3260
C 3.5681 7.8833 3.5595  -0.3453
C 2.3456 6.9943 3.5350  0.0893
O 1.2512 7.8957 3.3038  -0.3137
H 3.6701 8.4000 4.5158  0.2957
H 4.4826 7.3387 3.3417  0.3152
H 2.1979 6.4549 4.4656  0.3575
H 2.3872 6.2837 2.7078  -0.0806
O -1.7865 -8.5624 -4.4581  -0.5517
S -2.5219 -7.6953 -3.6136  1.1191
O -2.2349 -7.5774 -2.2299  -0.5158
O -4.0828 -8.0083 -3.8080  -0.3407
C -4.7802 -6.8239 -4.2137  -0.2565
C -3.7487 -6.0191 -4.9735  -0.2329
O -2.5304 -6.2217 -4.2464  -0.2875
H -5.1159 -6.2994 -3.3159  0.2432
H -5.6417 -7.0818 -4.8232  0.3421
H -3.9925 -4.9604 -5.0133  0.1901
H -3.6157 -6.3995 -5.9881  0.3288
O 4.5569 -5.8184 9.6433  -0.5597
S 5.4049 -5.4073 8.5849  1.1079
O 5.2566 -5.8976 7.2628  -0.4893
O 6.9243 -5.6165 9.0472  -0.3256
C 7.6385 -4.3728 8.9823  -0.1961
C 6.5826 -3.3155 9.2229  -0.3556
O 5.4275 -3.8061 8.5296  -0.2905
H 8.0771 -4.2778 7.9869  0.1997
H 8.4262 -4.3560 9.7304  0.3040
H 6.8678 -2.3418 8.8348  0.3211
H 6.3356 -3.2290 10.2832  0.3001
O -5.8716 4.2737 -9.0235  -0.5333
S -4.5373 4.3174 -8.5440  1.0667
O -3.4346 4.4496 -9.4236  -0.5316
O -4.3092 3.0467 -7.5925  -0.2987
C -3.8958 3.4730 -6.2866  -0.1119
C -4.5284 4.8362 -6.1172  -0.2703
O -4.4200 5.4442 -7.4121  -0.3402
H -2.8058 3.5323 -6.2718  0.2845
H -4.2305 2.7628 -5.5350  0.1447
H -4.0206 5.4431 -5.3730  0.3268
H -5.5869 4.7559 -5.8615  0.2819

Cartesian forces (eV/Å) of the 3 atoms listed first:
-0.472 -0.282 0.390
0.547 0.476 -0.464
-0.208 -0.084 0.094

=====

2.
Molecular formula: C30H55N4OP2PdS
Method: DFT, the ωB97M-V functional and the def2-TZVPD basis

Its expectation value of S² is 6.0448. For the orbital gap (alpha / beta), the calculation gives 0.25434 / 0.18284 hartree. The spin multiplicity is 5. As for the charge: +3. The value obtained for the relative energy (zero: lowest compared OMol25 entry of this formula, charge and spin) is 0.30 kcal per mole. For the max |F|, the calculation gives 4.53 eV/A. The energy is -2678.0739 a.u.

Last column: Mulliken charge in e.
Positions of all 94 atoms, in Å:
C -1.3739 -1.3686 -2.0875  -0.2304
C 0.9623 -1.0561 -2.1854  -0.1971
C -1.3771 -1.9277 -3.3609  -0.7748
C 0.9496 -1.3515 -3.5604  -0.9897
C -0.2033 -1.8702 -4.0998  -1.1114
H -2.2941 -2.3618 -3.7331  0.6353
H 1.8817 -1.2596 -4.0959  0.6342
H -0.1977 -2.2309 -5.1154  0.5340
N -0.2355 -0.9833 -1.5125  1.5287
P -2.5944 0.0711 -0.0212  1.0415
P 2.0628 -0.8203 0.3416  1.9835
C -2.7029 -1.2306 -1.3145  -1.6160
H -3.5530 -1.0339 -1.9932  0.8707
H -2.9579 -2.1872 -0.8281  0.7784
C 2.1472 -1.1012 -1.4177  -1.5318
H 3.0382 -0.6876 -1.9254  0.7762
C 3.3893 0.3549 1.2217  2.1940
C 2.6933 -2.6328 0.4123  1.4807
C -2.9620 1.6835 -0.9617  2.0052
C -3.9920 -0.3614 1.1852  2.1235
C 2.7054 1.5209 1.9638  -1.5907
H 2.1418 1.1582 2.8316  0.3479
H 3.4893 2.2090 2.3311  0.5913
H 2.0312 2.0773 1.3051  -0.0288
C 4.2461 -0.3877 2.2550  -1.7471
H 3.6209 -0.8115 3.0517  0.3021
H 4.8749 -1.1668 1.8034  0.2516
H 4.9294 0.3411 2.7288  0.5544
C 4.2719 0.9488 0.1305  -1.3761
H 5.0353 1.5896 0.5970  0.5855
H 4.7999 0.1918 -0.4737  0.3113
H 3.6755 1.5954 -0.5205  -0.1429
C 2.7798 -3.1609 1.8405  -1.3429
H 1.9409 -2.8105 2.4545  0.1095
H 2.7201 -4.2606 1.7901  0.4860
H 3.7261 -2.9068 2.3229  0.3833
C 1.6638 -3.5039 -0.3462  -1.6496
H 0.6535 -3.3537 0.0674  -0.0285
H 1.6435 -3.2754 -1.4147  0.4146
H 1.9542 -4.5619 -0.2646  0.7251
C 4.0739 -2.6900 -0.2990  -1.3479
H 4.2489 -1.8843 -1.0239  0.1674
H 4.9171 -2.6614 0.4057  0.3741
H 4.1223 -3.6208 -0.8863  0.4076
C -4.0961 0.7705 2.2202  -1.8407
H -4.8638 0.4958 2.9639  0.5016
H -3.1478 0.9164 2.7552  0.2797
H -4.4036 1.7264 1.7767  0.3265
C -3.6297 -1.6610 1.9235  -1.9868
H -3.5344 -2.5160 1.2363  0.3400
H -2.6939 -1.5639 2.4787  0.3924
H -4.4301 -1.8930 2.6415  0.6648
C -5.3399 -0.5917 0.4809  -1.5445
H -5.2426 -1.2546 -0.3899  0.2882
H -6.0203 -1.0789 1.1959  0.5197
H -5.8171 0.3363 0.1616  0.3776
C -2.2262 1.6473 -2.3092  -1.5014
H -2.6429 0.9020 -3.0006  0.2371
H -2.3194 2.6309 -2.7943  0.6914
H -1.1580 1.4486 -2.1687  -0.1388
C -2.4373 2.8709 -0.1340  -1.3239
H -1.3425 2.8408 -0.0603  -0.0538
H -2.7314 3.8008 -0.6430  0.5644
H -2.8612 2.8975 0.8727  0.2459
C -4.4587 1.8881 -1.2343  -1.8510
H -4.9200 1.0357 -1.7530  0.3656
H -5.0218 2.1124 -0.3191  0.3872
H -4.5691 2.7674 -1.8922  0.5143
Pd -0.3000 -0.2329 0.5565  -1.0349
C -0.2516 -1.3689 2.2111  0.0324
O -0.4748 -2.5589 2.2661  -0.4513
N 0.5619 1.8175 -0.3900  0.2120
C 1.1723 2.3643 -1.2185  -0.7076
C 1.9581 2.8850 -2.3396  2.0738
C 3.0490 2.0456 -3.0397  -1.3109
C 0.8349 3.0958 -3.3608  -1.7931
C 2.5388 4.1131 -1.6116  -1.5185
H 3.8644 1.7182 -2.3838  0.3327
H 2.6265 1.1486 -3.5146  0.2030
H 3.5190 2.6425 -3.8433  0.5044
H -0.0691 3.5008 -2.8823  0.4261
H 1.1028 3.7258 -4.2096  0.4909
H 0.5690 2.1036 -3.7678  0.2846
H 3.5343 4.3992 -1.9565  0.4069
H 1.8367 4.9486 -1.7097  0.4098
H 2.6421 3.9247 -0.5214  0.3036
N -1.7821 -0.1325 5.5722  -0.3479
C -1.2044 -1.0280 4.7623  0.6776
N -1.5358 -2.3143 4.7783  -0.2046
S 0.0491 -0.3628 3.7018  -0.2675
H -2.4458 -0.3794 6.2908  0.2381
H -1.5155 0.8397 5.4625  0.2116
H -1.2056 -2.9316 4.0268  0.2221
H -2.1124 -2.7132 5.5139  0.2598

Cartesian forces (eV/Å) of the 3 atoms listed first:
-0.726 -0.058 0.290
-0.882 -0.513 0.201
0.162 0.234 0.139